{"formula": "C6H16NO", "method": "the ωB97M-V functional and the def2-TZVPD basis", "total_charge": 1, "gap_ev": 9.82, "de_lowest_kj_mol": 134.4, "symbols": ["C", "C", "C", "C", "C", "C", "N", "H", "H", "H", "H", "H", "H", "H", "H", "H", "H", "H", "H", "H", "H", "H", "H", "O"], "xyz": [[-0.526, 1.791, -0.857], [0.066, 1.052, 0.321], [-0.895, 0.085, 0.994], [-1.447, -1.023, 0.043], [-1.855, -3.491, 0.144], [-1.248, -2.411, 0.608], [1.277, 0.182, -0.195], [-0.962, 2.666, -0.405], [0.139, 2.195, -1.628], [-1.210, 1.184, -1.443], [0.592, 1.658, 1.056], [-0.389, -0.440, 1.793], [-1.756, 0.671, 1.282], [-1.005, -1.020, -0.956], [-2.496, -0.837, -0.095], [-2.624, -3.471, -0.626], [-1.541, -4.500, 0.350], [-0.596, -2.542, 1.466], [1.715, 0.640, -0.987], [0.916, -0.713, -0.533], [1.955, -0.003, 0.543], [3.982, 3.251, -0.920], [4.107, 2.632, 0.467], [3.801, 2.444, -0.424]], "mulliken_charge": [-1.35, 0.08, -0.73, -0.64, -0.82, -0.21, -0.29, 0.37, 0.48, 0.29, 0.39, 0.42, 0.38, 0.40, 0.47, 0.27, 0.27, 0.20, 0.32, 0.33, 0.35, 0.32, 0.32, -0.62]}



{"formula": "C15H30AgO15", "method": "the ωB97M-V functional and the def2-TZVPD basis", "total_charge": 1, "gap_ev": 6.21, "de_lowest_kj_mol": 76.5, "symbols": ["Ag", "C", "O", "C", "O", "O", "C", "H", "H", "H", "H", "H", "H", "C", "O", "C", "O", "O", "C", "H", "H", "H", "H", "H", "H", "C", "O", "C", "O", "O", "C", "H", "H", "H", "H", "H", "H", "C", "O", "C", "O", "O", "C", "H", "H", "H", "H", "H", "H", "C", "O", "C", "O", "O", "C", "H", "H", "H", "H", "H", "H"], "xyz": [[-29.753, -16.156, -3.504], [-23.784, -17.773, -3.253], [-23.228, -16.547, -3.592], [-23.910, -15.771, -4.402], [-25.086, -15.918, -4.726], [-23.087, -15.017, -4.904], [-23.407, -14.264, -6.084], [-24.167, -18.281, -4.138], [-24.508, -17.620, -2.453], [-22.984, -18.398, -2.857], [-22.630, -13.509, -6.205], [-24.326, -13.696, -5.940], [-23.376, -14.867, -6.992], [-28.307, -14.804, 2.748], [-27.379, -13.764, 2.562], [-27.336, -13.207, 1.267], [-28.094, -13.382, 0.299], [-26.300, -12.383, 1.169], [-26.045, -11.478, 0.140], [-29.324, -14.688, 2.372], [-28.344, -15.061, 3.807], [-27.866, -15.690, 2.290], [-26.501, -10.488, 0.160], [-26.119, -11.843, -0.885], [-24.985, -11.251, 0.258], [-33.356, -16.982, -9.120], [-32.170, -17.470, -9.834], [-31.093, -17.963, -9.199], [-30.910, -17.795, -7.989], [-30.365, -18.611, -10.080], [-29.189, -19.300, -9.684], [-34.112, -16.512, -9.749], [-33.018, -16.188, -8.454], [-33.980, -17.733, -8.635], [-28.678, -19.853, -10.473], [-29.433, -19.982, -8.870], [-28.419, -18.628, -9.306], [-30.763, -10.293, -4.187], [-31.911, -10.343, -3.435], [-32.725, -11.384, -3.574], [-32.631, -12.336, -4.371], [-33.674, -11.224, -2.641], [-34.730, -12.124, -2.503], [-31.070, -10.357, -5.231], [-30.240, -11.222, -3.958], [-30.191, -9.399, -3.941], [-34.450, -13.117, -2.855], [-35.548, -11.791, -3.143], [-35.030, -12.304, -1.471], [-31.587, -22.748, -1.917], [-30.993, -22.996, -0.751], [-30.143, -22.031, -0.174], [-30.018, -20.861, -0.612], [-29.480, -22.600, 0.920], [-29.767, -23.899, 1.615], [-32.347, -21.975, -1.799], [-32.091, -23.620, -2.333], [-30.958, -22.354, -2.715], [-30.827, -24.103, 1.764], [-29.288, -23.746, 2.582], [-29.280, -24.752, 1.142]], "mulliken_charge": [1.00, -0.63, -0.32, 0.87, -0.64, -0.29, -0.65, 0.31, 0.26, 0.24, 0.25, 0.30, 0.30, -0.63, -0.26, 0.78, -0.61, -0.29, -0.68, 0.28, 0.25, 0.29, 0.30, 0.29, 0.28, -0.62, -0.31, 0.80, -0.60, -0.27, -0.62, 0.26, 0.26, 0.28, 0.25, 0.28, 0.28, -0.58, -0.29, 0.83, -0.62, -0.29, -0.67, 0.29, 0.26, 0.21, 0.31, 0.29, 0.26, -0.63, -0.28, 0.70, -0.58, -0.31, -0.55, 0.28, 0.26, 0.28, 0.29, 0.25, 0.28]}



{"formula": "C5H13N2O", "method": "the ωB97M-V functional and the def2-TZVPD basis", "total_charge": -1, "gap_ev": 6.44, "de_lowest_kj_mol": 151.7, "symbols": ["C", "N", "C", "C", "C", "N", "C", "O", "H", "H", "H", "H", "H", "H", "H", "H", "H", "H", "H", "H", "H"], "xyz": [[-1.310, 0.944, 0.437], [-2.406, 0.171, -0.190], [-0.026, 0.025, 0.148], [1.178, 1.130, -0.009], [1.219, 1.448, -1.496], [0.038, -0.946, 1.191], [0.357, -2.466, 0.855], [1.637, -2.671, 0.872], [-1.258, 1.912, -0.009], [-1.392, 0.827, 1.507], [-2.263, 0.081, -1.183], [-2.501, -0.794, 0.082], [-0.178, -0.419, -0.855], [0.820, 1.858, 0.704], [2.175, 0.769, 0.335], [1.742, 0.654, -2.077], [0.196, 1.444, -1.893], [1.642, 2.433, -1.746], [0.706, -0.709, 1.908], [-0.199, -2.541, -0.139], [-0.178, -3.150, 1.560]], "mulliken_charge": [-1.04, -0.81, 0.03, -0.54, -1.12, -0.29, -0.32, -0.85, 0.42, 0.54, 0.25, 0.33, 0.19, 0.41, 0.27, 0.31, 0.29, 0.33, 0.24, 0.14, 0.23]}



{"formula": "C28H24N4PdS2", "method": "the ωB97M-V functional and the def2-TZVPD basis", "total_charge": 0, "gap_ev": 6.41, "de_lowest_kj_mol": 0.0, "symbols": ["Pd", "C", "C", "C", "C", "C", "C", "C", "C", "C", "C", "C", "C", "C", "C", "C", "N", "H", "H", "H", "H", "H", "H", "H", "H", "H", "H", "C", "C", "C", "C", "C", "C", "C", "C", "C", "S", "C", "N", "H", "H", "H", "H", "H", "H", "H", "H", "S", "C", "N", "C", "C", "N", "H", "H", "H", "H", "H", "H"], "xyz": [[-0.350, -0.531, 1.194], [-0.172, 2.987, 3.638], [0.554, 3.878, 2.855], [1.021, 3.472, 1.619], [0.765, 2.178, 1.151], [0.019, 1.275, 1.929], [-0.431, 1.705, 3.178], [1.269, 1.697, -0.147], [2.135, 2.484, -0.953], [2.642, 1.971, -2.104], [2.291, 0.660, -2.498], [2.781, 0.065, -3.681], [2.399, -1.202, -4.027], [1.509, -1.914, -3.200], [1.020, -1.362, -2.047], [1.405, -0.060, -1.664], [0.918, 0.469, -0.500], [-0.538, 3.295, 4.610], [0.752, 4.882, 3.207], [1.580, 4.178, 1.020], [-0.994, 1.024, 3.802], [2.399, 3.482, -0.640], [3.313, 2.551, -2.727], [3.459, 0.634, -4.307], [2.773, -1.657, -4.935], [1.203, -2.914, -3.481], [0.349, -1.911, -1.399], [-2.898, 1.941, 0.938], [-3.363, 0.713, 0.215], [-4.612, 0.752, -0.452], [-5.037, -0.338, -1.143], [-4.234, -1.500, -1.172], [-4.629, -2.645, -1.898], [-3.824, -3.750, -1.900], [-2.626, -3.750, -1.172], [-2.210, -2.659, -0.432], [-0.779, -2.791, 0.548], [-3.015, -1.479, -0.452], [-2.601, -0.357, 0.219], [-3.502, 2.803, 0.659], [-1.853, 2.151, 0.713], [-2.974, 1.802, 2.018], [-5.200, 1.658, -0.409], [-5.981, -0.336, -1.675], [-5.564, -2.622, -2.443], [-4.106, -4.634, -2.457], [-2.006, -4.638, -1.164], [0.531, -1.490, 3.300], [1.988, -1.210, 2.473], [2.505, -1.991, 1.515], [3.813, -1.531, 1.073], [3.839, -0.103, 1.640], [2.837, -0.187, 2.700], [2.104, -2.891, 1.312], [3.894, -1.543, -0.013], [4.609, -2.148, 1.498], [3.542, 0.627, 0.883], [4.815, 0.171, 2.035], [2.465, 0.636, 3.150]], "mulliken_charge": [-0.57, -0.86, -0.88, -0.83, 2.08, -0.10, -0.59, 0.70, -0.87, -1.25, 1.13, -0.88, -0.53, -0.74, 0.10, -0.68, 0.92, 0.42, 0.40, 0.37, 0.43, 0.40, 0.42, 0.40, 0.39, 0.46, 0.22, -0.91, 0.71, -0.78, -0.79, 1.23, -0.86, -0.65, -0.59, 0.36, -0.68, -0.09, 0.03, 0.42, -0.03, 0.23, 0.39, 0.39, 0.35, 0.37, 0.46, -0.36, 0.02, 0.02, -0.57, -0.08, -0.18, 0.27, 0.30, 0.34, -0.07, 0.40, 0.32]}



{"formula": "C12H12", "method": "the ωB97M-V functional and the def2-TZVPD basis", "total_charge": 0, "gap_ev": 9.79, "de_lowest_kj_mol": 267.9, "symbols": ["C", "C", "C", "C", "C", "C", "C", "C", "C", "C", "C", "C", "H", "H", "H", "H", "H", "H", "H", "H", "H", "H", "H", "H"], "xyz": [[2.690, -1.179, 0.758], [2.581, -1.177, -0.630], [1.949, -0.047, -1.206], [1.896, 1.273, -0.653], [2.079, 1.264, 0.666], [2.408, 0.103, 1.408], [-3.198, 0.937, 0.143], [-1.860, 1.203, -0.201], [-0.985, 0.175, -0.427], [-1.466, -1.144, -0.312], [-2.762, -1.403, 0.128], [-3.683, -0.344, 0.444], [3.474, -1.956, 1.052], [2.695, -1.974, -1.256], [1.876, 0.106, -2.298], [1.641, 2.140, -1.158], [1.879, 2.251, 1.170], [2.643, 0.310, 2.473], [-3.868, 1.779, 0.405], [-1.566, 2.221, -0.388], [0.043, 0.378, -0.737], [-0.875, -1.997, -0.489], [-2.993, -2.403, 0.272], [-4.599, -0.517, 0.837]], "mulliken_charge": [-0.34, -0.56, -0.16, -0.73, 0.08, -0.39, -0.33, -0.63, 0.42, -0.49, -0.36, -0.72, 0.30, 0.48, 0.30, 0.48, 0.26, 0.32, 0.28, 0.35, 0.10, 0.43, 0.42, 0.50]}



{"formula": "C2H6N2O", "method": "the ωB97M-V functional and the def2-TZVPD basis", "total_charge": 0, "gap_ev": 10.20, "de_lowest_kj_mol": 194.3, "symbols": ["O", "C", "H", "H", "N", "C", "N", "H", "H", "H", "H"], "xyz": [[1.559, 1.734, -0.515], [2.141, 0.707, -0.273], [3.184, 0.725, 0.080], [1.668, -0.279, -0.149], [-1.624, 0.283, 0.292], [-1.569, -1.084, 0.288], [-0.455, -1.663, 0.120], [-2.463, 0.828, 0.196], [-0.787, 0.843, 0.221], [-2.494, -1.603, 0.543], [-0.512, -2.632, -0.152]], "mulliken_charge": [-0.41, -0.03, 0.23, 0.19, -0.34, 0.05, -0.54, 0.19, 0.17, 0.29, 0.19]}